ORCA calculation (ωB97M-V with the def2-TZVPD basis set) on C31H36IrN5O4 as an isolated structure.

Each line ends with the Mulliken charge.
Geometry (Å):
Ir1 -0.240 0.049 -0.089  2.45
C1 -4.624 1.814 0.548  -0.41
O1 -3.387 2.525 0.855  -0.48
C2 -2.276 1.897 0.599  0.59
O2 -2.201 0.845 -0.043  -0.89
N1 -1.184 2.526 1.098  -0.31
N2 0.058 1.863 0.989  -0.53
H1 -5.399 2.569 0.593  0.25
H2 -4.783 1.052 1.307  0.33
H3 -4.553 1.361 -0.436  0.06
H4 -1.282 3.305 1.731  0.29
H5 0.444 1.717 1.919  0.40
H6 0.702 2.448 0.455  0.31
C3 0.222 -0.875 -4.940  -1.01
C4 0.026 -2.033 -3.966  -0.81
C5 -1.370 -2.082 -3.388  0.08
C6 -2.438 -2.331 -4.247  -0.53
C7 -3.736 -2.407 -3.777  -1.40
C8 -3.991 -2.258 -2.423  -0.53
C9 -2.958 -2.038 -1.521  0.86
C10 -3.249 -2.091 -0.043  -0.69
C11 -3.223 -3.531 0.475  -1.35
C12 -1.659 -1.927 -2.030  -0.24
N3 -0.582 -1.695 -1.100  0.56
C13 0.265 -2.639 -0.844  0.20
C14 1.331 -2.302 0.039  -0.39
C15 2.433 -2.925 0.563  -0.74
C16 3.100 -1.958 1.370  -0.78
C17 2.378 -0.799 1.301  -0.46
N4 1.267 -0.989 0.508  0.60
H7 1.235 -0.875 -5.345  0.47
H8 0.052 0.084 -4.446  0.04
H9 -0.469 -0.957 -5.780  0.50
H10 0.778 -1.967 -3.181  0.18
H11 0.215 -2.975 -4.486  0.49
H12 -2.238 -2.487 -5.301  0.51
H13 -4.548 -2.613 -4.462  0.52
H14 -5.004 -2.358 -2.048  0.57
H15 -4.234 -1.654 0.139  0.53
H16 -2.535 -1.493 0.524  -0.18
H17 -3.952 -4.148 -0.052  0.37
H18 -3.450 -3.569 1.539  0.42
H19 -2.241 -3.984 0.323  0.29
H20 0.156 -3.618 -1.301  0.53
H21 2.733 -3.948 0.403  0.55
H22 4.001 -2.113 1.939  0.48
H23 2.579 0.152 1.770  0.40
C18 -0.357 2.340 -6.515  -0.92
O3 -0.518 2.598 -5.114  -0.25
C19 -1.680 2.226 -4.536  0.83
C20 -2.565 1.294 -5.068  -0.23
C21 -3.762 1.029 -4.427  -0.83
C22 -4.108 1.690 -3.256  -1.14
C23 -3.232 2.609 -2.710  -0.34
C24 -2.017 2.853 -3.331  -0.45
N5 -1.184 3.909 -2.847  0.21
C25 0.114 3.956 -2.745  -0.93
C26 1.089 2.918 -2.727  1.26
C27 2.353 3.291 -3.236  -0.81
C28 3.380 2.389 -3.332  -1.17
C29 3.172 1.090 -2.863  -1.06
C30 1.971 0.709 -2.302  -0.29
C31 0.897 1.603 -2.219  0.53
O4 -0.264 1.305 -1.639  -0.57
H24 0.521 2.901 -6.819  0.28
H25 -1.230 2.689 -7.068  0.40
H26 -0.192 1.280 -6.701  0.28
H27 -2.326 0.791 -5.994  0.50
H28 -4.444 0.310 -4.859  0.51
H29 -5.071 1.507 -2.801  0.55
H30 -3.487 3.163 -1.814  0.72
H31 -1.654 4.804 -2.774  0.34
H32 0.504 4.968 -2.672  0.63
H33 2.494 4.307 -3.584  0.48
H34 4.333 2.679 -3.749  0.45
H35 3.975 0.366 -2.921  0.53
H36 1.852 -0.294 -1.916  0.40

Forces on the atoms, in the same order (eV/Å):
Ir -0.146 0.025 0.106
C -0.002 0.006 0.005
O -0.018 -0.028 0.017
C -0.025 0.071 -0.030
O -0.004 -0.045 -0.042
N 0.022 -0.012 0.012
N 0.055 0.033 0.031
H -0.004 0.000 -0.010
H 0.005 0.007 0.004
H -0.018 0.016 -0.018
H -0.005 0.004 0.000
H -0.015 -0.003 0.006
H -0.008 0.008 0.006
C 0.034 0.016 -0.051
C -0.005 0.007 -0.002
C 0.009 -0.016 0.002
C 0.004 -0.004 -0.006
C 0.001 0.012 0.003
C -0.012 -0.014 -0.003
C 0.009 0.015 -0.018
C 0.009 -0.010 0.021
C 0.010 -0.002 -0.013
C -0.028 0.009 0.050
N -0.002 -0.078 0.003
C 0.064 0.075 0.065
C -0.136 0.005 -0.048
C 0.053 0.017 0.016
C -0.003 -0.041 -0.025
C -0.067 -0.007 -0.007
N 0.207 -0.119 -0.002
H 0.002 -0.006 0.013
H -0.010 -0.009 -0.004
H -0.006 0.013 0.011
H 0.013 0.016 -0.006
H -0.002 0.001 0.005
H 0.004 0.003 0.002
H -0.001 -0.001 0.002
H 0.011 -0.010 0.000
H 0.001 -0.012 -0.003
H 0.006 0.002 -0.002
H -0.004 0.004 0.000
H -0.001 0.000 0.002
H 0.001 -0.001 0.004
H -0.007 0.000 0.005
H -0.004 -0.001 0.006
H 0.002 0.000 -0.003
H 0.010 -0.003 0.003
C -0.006 -0.009 0.025
O -0.031 0.007 -0.007
C 0.073 -0.011 -0.013
C -0.022 0.016 -0.003
C 0.026 0.012 -0.011
C -0.053 0.009 0.023
C 0.022 -0.025 -0.018
C -0.014 -0.037 0.013
N 0.014 0.021 -0.011
C -0.006 0.062 0.028
C 0.038 -0.057 -0.021
C 0.005 -0.009 0.009
C -0.005 0.017 -0.002
C 0.009 -0.022 0.006
C -0.004 0.005 -0.018
C -0.061 0.071 -0.001
O 0.024 0.016 -0.105
H 0.005 -0.006 -0.001
H 0.003 0.001 -0.007
H -0.001 -0.017 0.007
H -0.005 0.005 -0.002
H -0.003 0.005 -0.005
H 0.012 -0.006 0.042
H 0.002 0.000 -0.021
H -0.005 0.000 -0.003
H -0.010 0.004 0.002
H -0.002 0.000 -0.002
H 0.001 -0.001 0.001
H 0.000 0.001 -0.001
H -0.005 -0.001 -0.006

Frontier orbital gap, eV: 6.9
Energy relative to the best compared isomer or geometry (same formula, charge and spin), kJ/mol: 22.4
Charge: +2


ORCA calculation (ωB97M-V with the def2-TZVPD basis set) on an isolated molecule of C18H21N5O3S2.

Each line ends with the natural charge from an NBO analysis.
Geometry (Å):
C1 -4.128 0.282 -1.805  -0.61
C2 -2.875 -0.519 -1.319  0.11
C3 -3.270 -1.516 -0.212  -0.42
C4 -2.703 -3.001 -0.474  -0.23
C5 -3.511 -3.699 -1.564  -0.48
S1 -2.567 -5.043 -2.442  0.19
C6 -0.970 -5.046 -1.787  0.29
N1 -0.114 -6.025 -2.069  -0.81
N2 -0.463 -4.109 -1.151  -0.58
C7 -1.159 -2.817 -0.940  0.08
C8 -0.223 -2.156 0.172  0.06
N3 0.496 -1.057 0.103  -0.49
C9 1.178 -0.774 1.241  0.28
N4 1.947 0.429 1.238  -0.60
C10 2.639 0.986 2.325  0.64
O1 2.591 0.421 3.414  -0.62
C11 3.204 2.299 2.385  -0.03
C12 3.056 3.178 3.493  0.10
O2 3.297 4.382 2.968  -0.40
C13 3.566 4.223 1.626  0.50
C14 3.732 5.245 0.593  -0.29
C15 2.678 6.342 0.616  -0.41
C16 4.054 6.744 0.974  -0.41
N5 3.544 2.973 1.260  -0.45
C17 0.958 -1.694 2.203  -0.50
S2 -0.053 -2.964 1.640  0.47
C18 -1.111 -1.918 -2.277  -0.07
O3 -2.331 -1.103 -2.440  -0.55
H1 -4.354 0.992 -0.994  0.21
H2 -4.960 -0.403 -1.948  0.20
H3 -3.993 0.856 -2.734  0.22
H4 -2.173 0.207 -0.957  0.17
H5 -2.810 -1.089 0.676  0.22
H6 -4.249 -1.674 -0.038  0.20
H7 -2.742 -3.650 0.391  0.23
H8 -3.928 -3.143 -2.317  0.23
H9 -4.341 -4.296 -1.035  0.23
H10 0.765 -5.866 -1.582  0.42
H11 -0.336 -6.859 -2.577  0.40
H12 2.083 0.857 0.339  0.42
H13 2.457 2.994 4.367  0.23
H14 4.164 4.940 -0.405  0.27
H15 2.370 6.770 -0.304  0.22
H16 1.853 6.389 1.338  0.23
H17 4.775 7.323 0.315  0.23
H18 4.077 6.998 2.021  0.22
H19 1.398 -1.522 3.212  0.29
H20 -0.274 -1.345 -2.337  0.20
H21 -1.243 -2.540 -3.200  0.20

Forces on the atoms, in the same order (eV/Å):
C 0.634 -0.042 0.714
C -1.774 0.771 -0.529
C 4.209 -1.211 -0.343
C 1.720 2.404 -1.191
C 0.337 -3.227 2.749
S -1.211 -0.554 -0.721
C -0.841 0.515 -0.697
N 0.723 -1.645 -0.334
N 0.336 3.613 1.866
C 0.755 0.095 -0.054
C -0.586 0.615 -1.172
N -1.121 -0.077 -1.804
C -0.100 0.210 -0.372
N 0.866 0.501 0.594
C -1.703 -2.900 1.610
O -0.103 -0.632 -0.048
C -0.503 1.685 0.931
C -0.216 -2.959 -3.553
O 0.249 2.039 -0.921
C 0.506 -1.682 -0.348
C 0.429 2.551 0.312
C -0.276 0.699 -0.975
C 0.705 -0.496 0.185
N -0.095 1.012 0.306
C 1.227 0.510 2.371
S 0.239 0.141 1.133
C -4.504 -2.424 0.109
O 1.294 -1.393 -0.939
H -0.303 -0.199 -0.301
H -0.175 0.002 0.006
H 0.351 -0.288 0.338
H 0.548 0.386 0.675
H -0.085 -0.451 0.485
H -3.603 0.168 0.333
H 0.193 0.226 0.447
H -0.740 1.730 -1.651
H 1.046 1.003 -0.876
H -0.209 -0.500 -0.519
H 0.004 -0.101 0.179
H -0.177 0.064 -0.238
H 0.522 0.484 0.385
H -0.815 0.005 1.589
H -0.473 -0.239 -1.020
H 0.750 -0.353 0.053
H -1.405 -0.833 0.750
H 0.800 -0.203 0.256
H -0.608 -0.848 -0.897
H 2.467 1.747 0.081
H 0.710 0.080 1.044

Frontier orbital gap, eV: 8.9
Energy relative to the best compared isomer or geometry (same formula, charge and spin), kJ/mol: 339.6
Structure (SMILES): C[C@H]1C[C@H]2CSC(N)=N[C@@]2(c2nc(NC(=O)c3coc(C4CC4)n3)cs2)CO1


ORCA calculation (ωB97M-V with the def2-TZVPD basis set) on C24H31CsN6O2S2 as an isolated structure.

Each line ends with the Mulliken charge.
Geometry (Å):
Cs1 0.066 0.421 -0.850  1.15
O1 4.313 0.104 1.925  -0.83
C1 3.387 0.045 1.089  -0.23
N1 2.127 0.412 1.252  0.01
C2 1.923 0.909 2.592  -1.26
C3 0.508 1.305 2.935  0.48
C4 0.209 1.586 4.274  -0.69
C5 -1.072 1.933 4.635  -0.46
C6 -2.052 2.000 3.649  -0.71
C7 -1.672 1.723 2.353  -0.37
N2 -0.428 1.389 1.991  0.13
C8 3.767 -0.518 -0.281  0.41
C9 5.120 -0.749 -0.527  -0.59
C10 5.510 -1.261 -1.749  -0.29
C11 4.539 -1.541 -2.700  -0.74
C12 3.220 -1.285 -2.371  -0.31
N3 2.833 -0.783 -1.198  0.07
H1 2.567 1.778 2.801  0.56
H2 2.245 0.174 3.347  0.34
H3 0.996 1.511 5.014  0.45
H4 -1.315 2.145 5.669  0.41
H5 -3.075 2.263 3.879  0.41
H6 -2.403 1.774 1.549  0.40
H7 5.817 -0.518 0.265  0.47
H8 6.557 -1.444 -1.960  0.41
H9 4.791 -1.949 -3.670  0.38
H10 2.429 -1.493 -3.085  0.48
C13 -3.017 -3.370 -4.243  -0.98
O2 -3.129 -2.518 -3.098  -0.17
C14 -2.713 -2.975 -1.912  0.38
S1 -2.028 -4.482 -1.727  -0.41
S2 -2.986 -1.815 -0.672  -0.52
H11 -3.393 -2.777 -5.073  0.27
H12 -3.615 -4.269 -4.107  0.37
H13 -1.979 -3.658 -4.406  0.40
N4 -1.945 -3.578 1.385  0.26
C15 -0.490 -3.340 1.479  -1.00
C16 -0.279 -1.960 2.090  -0.03
N5 -0.915 -1.787 3.388  -0.18
C17 -2.328 -2.134 3.326  -0.58
C18 -2.600 -3.505 2.705  -0.74
H14 -2.127 -4.464 0.912  0.38
H15 -2.380 -2.822 0.639  -0.25
H16 -0.077 -3.391 0.471  0.36
H17 -0.013 -4.117 2.083  0.41
H18 -0.738 -1.246 1.403  -0.37
H19 0.780 -1.714 2.149  0.46
H20 -0.434 -2.331 4.095  0.31
H21 -2.828 -1.369 2.723  0.20
H22 -2.759 -2.089 4.326  0.49
H23 -3.670 -3.668 2.573  0.41
H24 -2.211 -4.294 3.355  0.38
N6 -2.454 2.592 -2.925  -0.43
C19 -1.491 1.834 -3.592  0.80
C20 -1.746 0.502 -3.920  -0.30
C21 -0.750 -0.280 -4.482  -0.26
C22 0.514 0.241 -4.727  -0.71
C23 0.768 1.568 -4.405  -0.42
C24 -0.223 2.361 -3.845  -0.62
H25 -2.359 3.591 -3.020  0.22
H26 -3.405 2.286 -3.056  0.22
H27 -2.718 0.071 -3.706  0.19
H28 -0.965 -1.313 -4.724  0.27
H29 1.288 -0.374 -5.166  0.46
H30 1.748 1.991 -4.586  0.36
H31 -0.010 3.392 -3.587  0.28

Forces on the atoms, in the same order (eV/Å):
Cs -0.046 0.022 -0.208
O -0.001 -0.001 0.006
C -0.003 -0.011 -0.003
N -0.023 -0.062 0.048
C 0.007 0.017 -0.016
C 0.006 -0.005 0.008
C 0.002 -0.006 0.000
C -0.001 -0.003 -0.001
C 0.004 -0.004 0.002
C -0.007 0.005 -0.002
N -0.012 -0.036 0.028
C 0.005 0.026 0.019
C -0.003 -0.011 0.004
C -0.002 0.001 -0.001
C 0.003 -0.005 0.008
C 0.004 -0.010 -0.005
N -0.011 -0.006 0.019
H -0.005 0.003 0.006
H 0.007 0.006 0.004
H 0.001 0.003 0.000
H 0.002 0.003 0.000
H 0.001 0.004 -0.001
H 0.002 -0.006 -0.003
H 0.002 -0.001 -0.002
H 0.001 0.000 0.000
H 0.002 0.000 0.000
H -0.007 0.004 0.004
C -0.001 0.018 0.023
O 0.056 -0.123 -0.067
C -0.060 0.196 0.137
S 0.003 -0.056 -0.023
S -0.235 0.525 -0.550
H -0.001 -0.004 -0.003
H 0.002 -0.003 -0.009
H -0.001 -0.002 -0.009
N 0.046 -0.346 0.170
C 0.373 0.181 -0.019
C -0.015 -0.010 -0.063
N -0.091 -0.170 -0.072
C 0.084 0.086 -0.039
C -0.186 0.168 0.209
H 0.036 0.012 -0.051
H 0.218 -0.419 0.486
H -0.059 0.002 -0.022
H -0.143 -0.068 0.015
H 0.040 0.161 0.122
H 0.001 0.003 -0.048
H -0.016 0.014 0.023
H -0.009 -0.002 0.007
H -0.017 -0.029 -0.007
H 0.008 0.013 -0.057
H 0.064 -0.049 -0.107
N -0.011 0.022 -0.003
C 0.022 -0.011 0.004
C -0.034 -0.001 -0.006
C 0.001 -0.022 -0.001
C 0.005 0.007 0.009
C -0.014 0.015 0.008
C -0.003 -0.002 0.002
H 0.004 -0.002 -0.011
H 0.002 -0.012 0.017
H 0.012 -0.019 0.018
H -0.004 -0.001 0.009
H 0.000 0.000 -0.003
H 0.000 0.001 0.000
H -0.001 0.001 -0.002

Frontier orbital gap, eV: 7.2
Energy relative to the best compared isomer or geometry (same formula, charge and spin), kJ/mol: 69.0